Record 1
Here is a cluster of 9 separate species, C31H74N2O13 in total in a non-equilibrium geometry from OMol25. Energies are from ωB97M-V/def2-TZVPD.

The geometry in XYZ format:
```
120
C31H74N2O13 (ωB97M-V/def2-TZVPD)
H 0.838 -5.265 0.001
C -1.220 5.222 -1.578
H 0.061 0.113 -9.370
C 2.475 0.542 3.571
H -0.961 5.970 -2.377
H 1.600 3.880 -5.368
O -1.320 1.485 0.464
H 0.119 -1.285 5.439
H -3.017 4.472 -2.614
O 0.452 2.257 -5.888
H -1.545 -5.315 -3.449
N -1.185 2.543 -0.464
C 2.925 -2.271 6.142
H -1.587 5.079 1.252
C -0.279 3.600 0.126
H 2.642 -3.309 6.405
C 0.523 -0.695 2.509
H 1.974 1.486 3.522
H 4.141 -3.365 3.189
H -3.881 -2.879 -1.243
H -2.644 -1.502 -1.330
H 0.636 2.142 1.307
C -2.010 -4.756 -2.657
H 0.111 0.342 2.443
H -2.043 -0.574 -5.760
C 0.060 4.582 -0.992
C -0.839 4.261 1.368
C 0.971 2.227 -7.108
H 3.077 -1.365 -0.527
H -4.481 3.611 -0.580
C 3.851 -1.897 0.119
O -0.425 0.219 -2.128
C 1.108 3.034 -4.887
H 1.366 -3.482 3.261
H -3.398 -2.077 4.962
H -0.235 0.343 4.799
C -3.515 3.507 -0.149
H -0.792 -3.209 -2.744
H 0.727 4.169 -1.768
H 0.038 4.606 2.059
C -2.992 -0.263 2.397
H 1.178 0.212 5.808
C -3.244 -1.120 4.512
H 1.521 1.042 -9.456
H -2.946 -2.662 1.067
H 3.441 -4.308 4.470
H 0.217 3.383 -4.288
H -2.941 -0.771 -4.193
C 0.953 2.880 0.582
H -4.581 -1.954 1.087
H -0.219 -0.956 -0.419
H -1.806 5.873 -0.830
O -3.116 -0.546 1.047
H 4.806 -1.118 3.547
H 3.742 -2.078 6.862
C 3.651 0.441 4.522
H -0.129 -6.592 0.782
H 3.008 1.907 -4.487
C 0.455 1.082 -9.200
H -0.043 -5.150 2.616
H 0.705 -1.638 -1.855
C 4.310 -0.990 4.467
H -1.311 3.410 1.899
H -4.051 -0.452 4.832
C 0.590 -0.330 5.024
H -1.632 3.548 -2.886
H 1.243 -0.191 -0.935
H -2.806 -2.133 -5.284
C 3.346 -2.133 4.687
H 2.129 -1.580 6.309
H 3.267 0.673 5.540
O -3.341 -1.333 3.130
H 1.713 3.543 0.946
H 4.335 -2.652 -0.555
O -1.086 -1.650 -4.299
O -2.661 0.840 2.788
C 2.021 2.102 -4.091
O 1.167 -2.914 4.018
C -3.630 -1.841 -0.923
H -3.576 2.886 0.782
H -4.382 -1.068 -1.210
C -3.596 -1.861 0.632
H 3.339 -2.358 0.955
O 1.830 2.917 -7.510
O -1.135 -3.850 -2.071
H -2.052 1.647 1.050
H -2.290 -0.753 4.845
H -3.173 4.471 0.135
H -2.865 -4.291 -3.228
H 4.360 1.221 4.289
H 2.831 0.300 2.561
C -2.303 -1.233 -4.940
H 0.006 1.856 -9.805
H -3.476 1.030 -1.182
C -2.488 2.944 -1.127
H 5.067 -1.021 5.249
O 4.767 -0.860 0.576
H 5.319 -0.722 -0.220
C 0.324 -0.677 -1.313
C -2.115 4.046 -2.081
C 0.060 -5.503 0.746
H -0.873 -5.027 0.467
C 4.056 -3.418 4.282
H -2.365 1.451 -2.629
H -0.352 -1.307 2.683
H 5.016 -3.541 4.808
H -0.920 -1.051 -3.583
N 2.163 -1.903 3.832
H 1.041 -0.916 1.605
H 2.222 2.491 -3.089
C 1.444 -0.622 3.743
H -3.850 2.057 -2.594
O 0.602 -4.856 1.917
H 0.716 5.346 -0.484
C -3.092 1.753 -1.860
H -2.445 -5.366 -1.855
H 1.367 2.325 -0.184
H 1.471 1.095 -4.025
H -0.483 1.092 -1.631
O 0.248 1.249 -7.729
```

molecular weight = 682.9 g mol⁻¹
Kohn-Sham gap = 8.55 eV
charge = 0
E = -62939.4709 eV
SMILES = CC1(C)CCCC(C)(C)N1O.CC1(C)CCCC(C)(C)N1O.CCOC(=O)OC.CCOC(=O)OC.CO.CO.CO.CO.CO
HOMO energy = -0.29398 hartree

Results of the Mulliken charge analysis, in e, for atoms 1 through 2:
1 H 0.230
2 C -0.583

Record 2
Here is a cluster of 10 separate species, C36H72O18 in total in a non-equilibrium geometry from OMol25. Energies are from ωB97M-V/def2-TZVPD.

The geometry in XYZ format:
```
126
C36H72O18 (ωB97M-V/def2-TZVPD)
H 0.111 -5.774 5.519
H -1.904 3.647 0.600
H 0.271 5.889 -2.798
H 5.670 -0.393 -1.267
H 2.681 4.178 -2.879
H 1.226 0.266 6.486
C -0.053 -1.478 -7.714
H -0.800 0.540 -7.315
C -3.368 -2.985 5.776
H 2.743 0.261 -3.877
C 0.252 -2.531 -6.620
C -3.913 -2.955 7.194
O -3.356 4.731 -0.243
C 0.306 0.911 3.323
H 2.991 1.581 -2.870
H -3.046 4.917 -3.918
H -0.711 0.001 5.070
O 2.948 -0.349 -1.969
H -3.089 -3.985 5.422
H 1.623 5.363 0.548
H -6.598 6.809 -0.895
H 5.447 1.305 -2.808
H -3.253 2.652 0.173
H -4.689 -2.203 7.371
H 4.768 -3.210 8.691
H -6.648 5.303 -1.899
C 0.203 -1.718 -5.314
O -0.135 -0.984 -0.164
C 3.976 -2.764 8.098
H 1.122 0.618 2.655
C -3.174 2.084 -4.385
H 1.873 6.310 -3.393
C -6.111 6.224 -1.669
H 1.182 -1.580 -4.828
H 0.450 2.411 5.914
H -1.728 4.644 -2.810
H -0.646 1.046 2.828
O 3.746 -5.336 -3.910
H -1.048 1.775 -4.626
H 0.426 -1.070 4.250
O 1.764 -4.347 -4.269
H 6.008 -1.450 -2.560
C 1.536 3.902 -1.107
H -2.891 -2.279 8.980
H -0.353 -4.539 6.668
H 0.474 0.628 -1.261
C 0.224 -0.028 4.508
H 2.315 0.119 5.142
H -0.599 -3.207 -6.664
H -4.102 2.204 -4.951
H 3.829 -2.160 -1.196
H -3.359 3.751 1.599
O 3.336 -3.873 7.452
O -0.379 -0.463 -5.623
H 0.118 5.340 -0.224
H 1.179 -3.096 -6.662
C 3.810 -5.713 -5.282
H 0.967 0.323 -7.012
O -0.982 -2.107 1.429
C 1.192 1.990 5.233
C -4.632 5.099 -0.286
H 1.495 -4.262 -0.576
C 0.348 -4.774 5.859
H 0.663 -4.466 -2.057
C -2.651 -2.626 7.971
O -2.229 -2.129 5.762
H 4.864 -5.870 -5.494
H -1.102 -1.612 -7.988
C -0.216 -0.206 -1.370
H 3.274 -6.645 -5.463
H 0.874 3.773 -3.242
C -2.019 -1.560 7.081
H -0.344 -2.286 -4.555
H -3.257 1.007 -4.167
H 0.541 -1.541 -8.622
O -2.213 -0.486 0.503
C -1.885 -2.225 2.524
C 1.319 0.473 5.417
O -5.514 4.754 0.445
C 2.634 -4.695 -3.542
H -2.644 2.443 -2.254
H 0.188 -4.002 5.105
C 3.879 -1.406 -1.977
C -1.840 2.398 -5.045
H -1.915 -1.254 3.022
H 3.288 -2.297 8.801
H 2.508 3.584 -0.724
O 0.770 2.169 3.865
H -2.006 -3.503 8.039
C 4.884 0.421 -3.097
H 5.184 0.196 -4.125
C -0.027 -0.142 -6.970
O 1.454 -2.682 7.119
C -2.991 3.627 0.581
O 2.720 -4.434 -2.245
H -1.499 -2.952 3.228
C 1.519 -3.944 -1.609
H -4.120 3.248 -2.732
H -1.225 0.150 -1.566
C 5.233 -0.776 -2.197
O -4.773 5.955 -1.281
C -2.360 4.143 -3.544
H 3.595 -1.965 -2.898
H 3.397 -4.952 -5.940
C 1.199 5.246 -0.453
C 3.365 0.562 -3.011
H 0.839 3.106 -0.846
O 1.637 6.243 -1.333
H -2.524 -0.588 7.084
O 1.702 -4.756 6.291
H -4.096 -2.619 5.041
H 2.141 2.521 5.295
H -4.418 -3.867 7.526
H -1.892 2.322 -6.130
H -6.027 6.757 -2.612
C 2.083 -3.693 7.014
H 1.401 -2.899 -1.884
O -1.551 3.763 -4.655
C -3.152 2.909 -3.103
H 0.079 -0.784 -2.245
C 1.351 5.751 -2.623
H -2.908 -2.473 2.243
C -1.212 -1.122 0.577
H -0.985 -1.411 7.392
H 4.338 -2.086 7.334
C 1.628 4.220 -2.603
```

molecular weight = 793.0 g mol⁻¹
Kohn-Sham gap = 9.61 eV
charge = 0
E = -75350.7352 eV
relative energy (zero: lowest compared OMol25 entry of this formula, charge and spin) = 6.435 eV
SMILES = COC(=O)OC.COC(=O)OC.COC(=O)OC.COC(=O)OC.C1CCOC1.C1CCOC1.C1CCOC1.C1CCOC1.C1CCOC1.C1CCOC1
HOMO energy = -0.33334 hartree

Results of the Mulliken charge analysis, in e, for atoms 1 through 2:
1 H 0.321
2 H 0.097

Record 3
Here is a structure of composition C33H38FIIrN7O5 in a non-equilibrium geometry from OMol25. Energies are from ωB97M-V/def2-TZVPD.

The geometry in XYZ format:
```
86
C33H38FIIrN7O5 (ωB97M-V/def2-TZVPD)
C -4.111 0.482 -1.278
C -1.664 0.485 -1.057
O 0.561 -3.527 -0.077
C -5.316 -1.900 0.149
H 6.302 2.638 -0.617
C -1.662 -2.162 -0.395
H -5.071 0.020 -1.085
H 3.551 1.809 -1.456
O 0.699 0.527 -0.670
C 6.758 -3.771 0.935
H -8.890 3.102 -2.747
H 2.578 -2.158 3.483
C -0.391 -0.139 -0.721
N -7.935 2.869 -2.422
H 4.888 0.702 -0.867
C -5.120 -2.691 -1.139
C -5.946 1.655 -3.332
C -2.816 2.411 -1.906
N 1.476 -0.453 2.673
H -7.343 4.949 -2.116
C 7.412 -4.925 0.993
C -4.085 1.800 -1.776
H 2.423 2.321 2.147
H -5.825 -2.371 0.963
O 5.230 -1.558 -0.083
H 5.000 3.602 -1.237
H -5.566 4.111 -1.070
H -4.952 4.353 -2.710
C 0.731 -2.312 -0.360
C 0.271 0.059 3.108
H 0.780 -2.136 5.267
H -5.186 -2.156 -2.099
H 4.379 0.835 2.682
C -1.630 1.790 -1.570
H -3.605 -3.196 0.260
H -5.739 2.237 -4.205
I 7.607 -7.906 1.339
N 3.672 1.366 0.729
H -8.097 1.563 -4.078
H -0.653 2.248 -1.600
H -5.504 0.689 -3.505
C 4.322 1.616 -0.687
C 3.580 3.764 1.010
C 5.360 -3.678 0.990
H 4.465 -6.826 1.205
C -7.490 1.619 -3.171
H 3.266 4.335 0.182
C -2.913 -0.211 -0.969
H 7.293 -2.894 0.573
H -6.997 4.272 -3.733
C -7.004 4.037 -2.626
H -5.459 -3.695 -1.014
H -7.959 2.724 -1.416
C 4.796 1.166 1.728
N -5.360 2.318 -2.167
N -2.823 -1.540 -0.580
O 1.904 -1.869 -0.593
H 1.912 2.247 0.488
N 0.725 -1.527 4.472
H 5.240 2.994 2.885
C 4.803 -2.248 0.835
H -1.049 -0.442 4.840
Ir 2.586 -0.471 0.696
C 5.464 2.588 1.911
C -5.626 3.735 -2.110
F -2.635 3.670 -2.379
C 4.588 -4.794 1.257
C -0.461 -1.520 -0.550
C -3.967 -2.379 -0.266
H 3.515 -4.665 1.307
H -5.434 -0.878 0.229
H 3.491 4.321 1.912
C 6.589 -6.141 1.096
C 2.721 2.470 1.098
C 1.727 -1.403 3.558
H 8.497 -5.056 0.839
H 5.500 0.462 1.399
H -1.759 -3.224 -0.122
O 3.858 -1.913 1.647
N 4.934 3.459 0.858
H 6.529 2.433 1.847
C 5.213 -6.045 1.171
H -7.929 0.833 -2.481
H -0.248 0.794 2.560
C 5.206 2.837 -0.495
C -0.179 -0.538 4.216
```

molecular weight = 950.8 g mol⁻¹
Kohn-Sham gap (alpha / beta) = 7.80 / 3.92 eV
charge = +3
E = -69132.5300 eV
⟨S²⟩ = 8.78
relative energy (zero: lowest compared OMol25 entry of this formula, charge and spin) = 3.343 eV
2S+1 = 6
HOMO energy (alpha / beta) = -0.52645 / -0.53142 hartree

Results of the Mulliken charge analysis, in e, for atoms 1 through 2:
1 C -0.513
2 C 0.390

Record 4
Here is a cluster of 2 separate species, C9H14 in total in a non-equilibrium geometry from OMol25. Energies are from ωB97M-V/def2-TZVPD.

The geometry in XYZ format:
```
23
C9H14 (ωB97M-V/def2-TZVPD)
H 1.135 1.537 -1.041
H -2.658 1.293 1.180
C 0.499 1.275 -0.175
H -1.382 0.273 2.972
H 2.314 -1.565 -0.457
C 1.581 -2.316 -0.312
H 1.293 -2.131 0.693
C -0.854 1.673 -0.105
H 2.156 0.233 0.802
H -2.534 1.918 -1.617
C 0.447 0.160 1.932
C -0.821 0.611 2.124
C -1.464 2.293 -1.277
H -0.594 -1.837 -0.691
H 0.093 -3.189 -1.833
C -1.511 1.214 1.021
H -1.897 3.182 -0.998
H 0.646 -1.453 -1.983
C 0.345 -2.167 -1.218
H 2.024 -3.293 -0.274
H 0.830 -0.787 2.502
C 1.154 0.604 0.850
H -0.803 2.470 -2.094
```

molecular weight = 122.2 g mol⁻¹
Kohn-Sham gap = 9.94 eV
charge = 0
E = -9558.2929 eV
relative energy (zero: lowest compared OMol25 entry of this formula, charge and spin) = 1.889 eV
SMILES = Cc1ccccc1.CC
HOMO energy = -0.32860 hartree

Results of the natural (NBO) charge analysis, in e, for atoms 1 through 2:
1 H 0.206
2 H 0.211

Q: Which value of molecular weight does entry 3 give?
A: 950.8 g mol⁻¹

Q: Which value of charge does entry 3 give?
A: +3

Q: Which of these has the highest molecular weight?
A: C33H38FIIrN7O5

Q: Which value of E does entry 4 give?
A: -9558.2929 eV